C28H22Cl3N3O4Ti | ωB97M-V/def2-TZVPD

## Properties
DFT total energy (eV): -102730.9363
HOMO energy (alpha / beta) (eV): -11.06 / -11.19
Strongest force on any atom (eV/A): 0.4
2S+1: 2
Net charge: +1
Energy relative to the best compared isomer or geometry (same formula, charge and spin) (kcal/mol): 1.3

Element x y z (Å)
Ti  1.046  -0.758  -1.037
C  5.131  2.892  0.372
C  4.326  1.931  0.965
C  3.337  1.307  0.220
C  3.153  1.654  -1.112
C  3.961  2.613  -1.714
C  4.947  3.228  -0.965
N  2.125  0.966  -1.827
N  1.817  1.415  -2.946
C  0.826  0.654  -3.612
C  0.465  1.084  -4.881
C  -0.456  0.334  -5.598
C  -0.977  -0.826  -5.041
C  -0.600  -1.227  -3.758
C  0.300  -0.492  -2.995
H  5.907  3.376  0.949
H  4.468  1.664  2.003
H  2.703  0.562  0.691
H  3.814  2.859  -2.756
H  5.582  3.972  -1.427
H  0.911  1.980  -5.293
H  -0.752  0.642  -6.591
H  -1.674  -1.426  -5.611
H  -1.018  -2.153  -3.371
C  -4.071  0.028  3.981
O  -3.459  -0.674  2.902
C  -3.590  -0.160  1.662
C  -4.339  0.966  1.339
C  -4.438  1.378  0.017
C  -3.808  0.682  -1.002
C  -3.051  -0.434  -0.689
C  -2.930  -0.833  0.626
N  -2.156  -2.001  0.963
C  -1.164  -2.024  1.794
C  -0.539  -0.847  2.345
C  -0.385  -0.790  3.736
C  0.067  0.360  4.343
C  0.410  1.455  3.550
C  0.339  1.388  2.173
C  -0.110  0.227  1.539
O  -0.029  0.144  0.209
H  -3.834  -0.538  4.876
H  -5.153  0.071  3.854
H  -3.663  1.037  4.066
H  -4.855  1.517  2.111
H  -5.027  2.255  -0.214
H  -3.894  1.006  -2.030
H  -2.531  -0.979  -1.464
H  -2.503  -2.891  0.626
H  -0.840  -3.008  2.115
H  -0.675  -1.645  4.335
H  0.156  0.411  5.419
H  0.765  2.364  4.018
H  0.655  2.217  1.553
Cl  3.748  -4.830  -1.415
C  2.356  -4.422  -0.445
Cl  0.893  -5.227  -1.093
Cl  2.600  -4.880  1.235
C  2.022  -2.923  -0.533
O  1.245  -2.420  0.324
O  2.442  -2.230  -1.493